111
Properties=species:S:1:pos:R:3:forces:R:3 method="wB97M-V/def2-TZVPD" total_charge=+1 multiplicity=2 gap_ha="0.2961 / 0.1488"
C 15.955 18.502 -9.462 1.672 -0.849 -0.631
C 14.987 19.563 -9.556 -1.702 1.863 2.084
O 14.578 20.191 -8.592 0.533 -0.725 -2.461
N 14.437 19.755 -10.934 -1.256 -1.465 1.967
H 13.877 20.596 -10.943 -1.605 1.609 0.270
H 15.135 20.080 -11.587 1.335 -0.283 -1.250
C 13.502 18.621 -11.370 -0.138 1.111 -0.650
H 16.670 18.636 -8.650 -0.500 -0.084 0.259
H 16.544 18.511 -10.379 -0.044 -0.393 -0.234
H 15.411 17.560 -9.387 0.215 -0.171 0.094
H 12.570 18.618 -10.806 0.492 0.119 0.759
H 13.966 17.635 -11.401 0.172 0.387 -0.104
H 13.106 18.983 -12.319 0.409 -0.389 -0.380
C 8.732 22.831 -15.224 0.376 0.644 -0.689
C 9.435 22.158 -16.368 1.371 -1.814 -0.171
C 10.909 21.757 -15.953 -0.625 0.670 -1.551
C 11.753 21.412 -17.208 0.295 -0.323 1.470
N 13.255 21.165 -16.819 1.674 -0.153 -0.200
C 13.905 22.421 -16.115 -2.553 -0.131 1.709
C 15.164 22.855 -16.737 1.113 0.350 -0.461
C 15.521 21.699 -17.682 -0.482 0.379 0.369
C 14.133 21.148 -18.062 0.311 0.093 -1.004
C 13.581 19.894 -16.009 -0.265 -0.193 -0.126
H 8.833 22.249 -14.309 -0.396 0.223 0.017
H 7.731 23.122 -15.543 -0.256 -0.419 0.524
H 9.263 23.780 -15.137 -0.006 0.136 0.633
H 9.339 22.732 -17.290 0.370 0.190 -0.008
H 9.076 21.154 -16.596 -0.969 0.123 -0.162
H 10.783 20.843 -15.371 0.416 0.363 0.453
H 11.331 22.581 -15.378 0.214 -0.374 0.213
H 11.740 22.156 -18.004 0.273 0.344 0.373
H 11.347 20.511 -17.668 0.385 -0.291 0.079
H 14.071 22.207 -15.059 -0.460 -0.345 -0.014
H 13.116 23.171 -16.170 0.183 0.005 0.135
H 15.909 23.059 -15.968 0.087 -0.505 -0.013
H 15.039 23.843 -17.179 -0.104 -0.276 -0.770
H 16.074 20.931 -17.141 0.136 0.065 -0.050
H 16.130 22.053 -18.514 -0.263 -0.349 -0.197
H 14.201 20.177 -18.553 -0.308 -0.201 0.392
H 13.640 21.815 -18.770 0.109 0.097 0.004
H 13.151 18.973 -16.403 -0.558 0.433 -0.571
H 13.287 19.925 -14.960 -0.181 0.735 -0.120
H 14.647 19.678 -16.067 0.062 0.703 0.027
C 17.108 24.782 -6.437 0.707 -0.494 0.862
C 17.406 23.274 -6.581 -0.598 0.494 1.428
C 17.123 22.797 -7.954 -0.600 -2.359 0.666
C 17.904 23.414 -9.046 1.159 0.495 -0.240
P 19.396 22.404 -9.522 -1.743 0.886 -1.905
C 20.053 23.141 -11.048 -0.355 -0.673 -0.431
C 19.087 23.078 -12.264 -0.466 1.319 -0.703
C 19.448 24.042 -13.424 1.566 1.192 -0.377
C 18.507 24.267 -14.667 0.382 -0.761 2.227
C 20.741 22.431 -8.297 -1.336 -0.143 -0.128
C 21.826 21.363 -8.526 0.749 0.931 1.368
C 23.042 21.454 -7.488 -0.880 -0.417 -2.373
C 22.807 20.582 -6.263 0.125 2.071 1.068
C 18.783 20.745 -10.036 0.730 0.355 0.555
C 19.768 20.008 -10.946 0.802 -1.438 1.960
C 19.744 18.469 -10.563 -0.718 0.653 -1.745
C 20.591 17.639 -11.534 -0.474 -0.672 0.424
H 16.050 24.983 -6.605 0.103 0.004 -0.311
H 17.748 25.376 -7.089 -0.282 0.089 -0.220
H 17.338 25.169 -5.445 -0.043 -0.212 0.150
H 16.746 22.662 -5.966 -0.521 0.430 0.289
H 18.334 22.867 -6.179 0.765 0.862 -0.236
H 16.037 22.785 -8.038 0.039 0.294 -0.781
H 17.398 21.744 -7.887 -0.391 -0.514 -0.291
H 18.250 24.359 -8.628 0.325 0.283 -0.628
H 17.286 23.621 -9.920 0.350 -0.135 -0.239
H 20.956 22.537 -11.143 0.409 0.417 -0.583
H 20.267 24.196 -10.876 0.367 -0.059 0.178
H 18.165 23.507 -11.871 -0.494 -0.527 -0.187
H 18.895 22.123 -12.753 0.005 -0.302 0.720
H 20.444 23.835 -13.814 0.116 -0.976 -0.306
H 19.761 25.007 -13.026 -0.811 0.477 0.543
H 17.511 24.495 -14.288 -0.210 -0.184 -0.223
H 18.521 23.305 -15.179 -0.347 0.409 -0.585
H 18.838 25.137 -15.235 0.205 -0.407 -0.183
H 20.162 22.314 -7.381 0.369 -0.383 0.486
H 20.996 23.490 -8.278 0.668 0.020 -0.162
H 22.240 21.453 -9.530 -0.223 -0.213 -0.030
H 21.326 20.411 -8.348 0.246 -0.234 -0.440
H 23.286 22.503 -7.318 -0.709 0.182 0.949
H 23.932 21.274 -8.090 0.141 -1.121 0.171
H 23.598 20.874 -5.572 0.289 -0.820 0.186
H 22.598 19.512 -6.272 0.534 0.106 -0.737
H 21.958 21.033 -5.748 -0.449 -0.102 0.040
H 17.800 20.789 -10.504 -0.128 0.381 0.154
H 18.723 20.214 -9.086 -0.320 -0.281 0.036
H 20.774 20.215 -10.581 0.234 0.715 -0.757
H 19.617 20.261 -11.995 0.129 -0.421 0.147
H 18.699 18.168 -10.644 -0.051 -0.321 -0.003
H 20.036 18.300 -9.526 0.159 0.302 0.050
H 20.387 16.574 -11.418 -0.137 -0.105 0.283
H 21.662 17.710 -11.347 0.012 0.469 -0.335
H 20.294 17.822 -12.567 0.398 0.400 -0.029
O 16.792 21.262 -14.545 0.538 -0.648 -0.941
C 16.408 20.777 -13.365 -0.113 -0.809 1.700
O 16.748 19.627 -13.003 1.157 -2.071 -1.135
O 15.749 21.469 -12.644 -2.316 3.046 1.908
H 17.198 20.429 -14.798 0.886 -0.107 -1.535
O 16.083 17.071 -14.878 -0.285 -0.240 0.937
C 16.209 17.547 -16.077 1.549 -0.669 4.060
O 17.090 18.385 -16.266 1.865 2.370 -1.271
O 15.538 17.189 -16.952 -3.617 -1.520 -5.635
H 16.592 17.765 -14.454 0.491 0.352 2.246
O 12.632 23.228 -12.940 -0.554 3.349 -3.860
C 12.296 22.153 -12.328 -6.757 -5.002 -3.146
O 11.526 21.328 -12.791 -1.545 -1.413 -1.086
O 12.928 22.040 -11.311 3.479 -2.139 6.788
H 13.258 22.955 -12.265 5.894 4.623 1.185


114
Properties=species:S:1:pos:R:3:forces:R:3 method="wB97M-V/def2-TZVPD" total_charge=+1 multiplicity=1 gap_ha=0.3178
C -2.369 -4.165 -1.349 1.011 0.138 -0.562
C -0.941 -3.472 -1.831 -2.164 0.131 0.112
O 0.038 -3.519 -0.715 2.593 1.341 -2.602
B 1.312 -2.901 -1.146 -1.822 -0.207 -1.398
O 1.372 -2.352 -2.547 0.060 0.949 3.468
C 2.692 -2.807 -0.237 0.422 1.105 -1.410
O 2.512 -2.211 1.094 -0.138 0.689 -1.262
C 2.069 -0.809 1.029 0.012 1.049 1.427
C 0.507 -0.666 1.582 -0.555 -1.709 0.071
C 0.385 0.058 3.047 0.387 -0.820 0.182
O -0.407 -0.071 0.553 -0.112 -1.746 0.819
O 3.348 -4.118 -0.265 -1.748 1.221 2.579
C 2.848 -5.004 0.839 1.337 -0.615 -0.409
C 4.024 -4.968 1.975 0.076 1.425 0.920
C 2.638 -6.509 0.130 -1.304 3.628 -0.243
C 1.468 -7.246 0.967 -0.487 -1.562 -0.186
C 1.624 -7.368 2.579 -0.769 -2.379 0.306
C 0.761 -8.735 3.016 1.255 -0.090 0.278
Cl 0.784 -5.977 3.544 1.041 -0.998 -1.136
O 2.416 -6.212 -1.272 -0.512 -0.892 2.072
C 1.195 -6.656 -1.886 -2.053 -0.157 -2.269
B 1.210 -8.239 -2.450 -0.575 -1.037 1.257
O 0.098 -9.092 -1.904 2.713 0.810 0.253
C 2.293 -8.830 -3.536 -1.153 -0.044 -0.773
C 1.388 -9.650 -4.679 0.173 -0.482 -0.153
S 4.304 -7.452 0.108 3.219 -8.075 -0.400
O 4.700 -8.066 1.459 -1.404 3.517 -3.763
O 4.254 -8.652 -0.917 -0.430 5.553 3.117
F 5.604 -6.444 -0.486 -2.955 -1.434 1.353
H -3.185 -3.325 -1.319 1.474 -1.849 0.267
H -2.170 -4.695 -0.323 -0.704 1.087 -1.933
H -2.665 -4.953 -2.166 0.421 1.468 1.765
H -0.596 -4.048 -2.793 -0.256 1.474 1.966
H -1.182 -2.332 -2.009 0.731 -2.400 -0.172
H 1.636 -1.375 -2.488 -0.198 -2.202 -0.232
H 3.412 -2.064 -0.833 -1.168 -1.767 1.145
H 2.738 -0.215 1.816 -1.263 -1.361 -1.743
H 2.248 -0.280 -0.002 -0.553 -1.263 1.694
H 0.103 -1.780 1.729 1.266 2.291 -0.255
H 1.448 -0.063 3.568 -2.340 0.579 -1.042
H -0.362 -0.572 3.731 1.472 1.622 -1.625
H 0.039 1.183 2.977 0.820 -2.310 0.119
H -1.093 -0.783 0.338 1.568 1.510 0.495
H 1.777 -4.705 1.214 2.210 -0.385 -0.657
H 3.906 -3.924 2.543 0.145 -2.266 -1.300
H 3.961 -5.789 2.802 0.035 1.416 -1.795
H 5.127 -4.929 1.518 -2.703 -0.376 0.696
H 0.382 -6.781 0.789 2.717 -0.587 0.054
H 1.380 -8.361 0.547 0.322 2.401 1.037
H 2.693 -7.541 3.003 -1.907 0.755 -1.092
H 1.109 -9.638 2.319 -0.947 2.022 1.405
H -0.391 -8.531 2.970 2.311 -0.518 0.055
H 1.120 -9.046 4.109 -1.114 0.841 -2.315
H 0.182 -6.392 -1.330 2.306 -0.437 -0.677
H 1.102 -6.034 -2.907 0.428 -0.997 2.164
H 0.359 -9.483 -1.018 -0.556 0.701 -1.610
H 2.829 -7.926 -4.066 -0.667 -1.999 1.143
H 3.043 -9.594 -3.046 -1.421 1.761 -0.926
H 0.508 -10.267 -4.199 1.847 1.311 -0.808
H 2.085 -10.411 -5.229 -1.345 1.489 0.922
H 0.923 -8.936 -5.482 0.948 -1.239 1.572
C -5.144 7.100 -1.766 -0.185 -0.181 -0.147
C -4.760 7.048 -0.297 -0.417 0.329 -0.006
C -3.594 7.970 0.044 -0.282 -0.215 0.409
C -2.212 7.469 -0.391 -0.113 0.974 -0.858
P -1.420 6.204 0.573 -0.001 0.315 1.007
C -1.504 6.755 2.300 -0.401 -0.122 0.442
C -1.014 8.144 2.708 0.142 0.499 0.102
C 0.495 8.394 2.743 0.144 0.139 -0.202
C 1.310 7.344 3.479 0.170 0.162 0.235
C 0.311 6.135 0.202 1.177 0.187 -0.330
C 0.859 5.731 -1.156 0.283 -0.180 -0.718
C 0.716 4.269 -1.545 -0.024 -0.170 -0.254
C 1.129 3.267 -0.478 0.171 -0.219 -0.131
C -2.245 4.636 0.668 -0.775 -1.238 0.477
C -2.484 3.630 -0.457 0.458 -0.605 -0.346
C -2.911 4.161 -1.819 -0.124 -0.254 -0.420
C -4.354 3.830 -2.167 -0.141 -0.011 -0.214
H -4.304 6.843 -2.418 -0.072 -0.007 -0.030
H -5.957 6.393 -1.968 0.179 0.167 -0.072
H -5.493 8.097 -2.046 0.057 -0.053 0.041
H -4.549 6.020 -0.001 0.020 -0.058 0.029
H -5.636 7.365 0.290 0.272 -0.127 -0.068
H -3.595 8.143 1.123 0.089 0.104 -0.011
H -3.770 8.948 -0.420 0.126 -0.181 0.046
H -1.542 8.338 -0.331 0.207 -0.214 0.057
H -2.216 7.205 -1.451 0.032 -0.112 0.052
H -1.032 5.990 2.924 0.038 -0.053 -0.179
H -2.568 6.708 2.566 0.080 -0.122 -0.131
H -1.396 8.338 3.720 -0.070 -0.148 -0.235
H -1.473 8.901 2.063 -0.051 -0.012 0.093
H 0.670 9.365 3.223 -0.131 -0.122 -0.097
H 0.880 8.517 1.727 0.008 -0.008 0.016
H 1.108 7.384 4.556 0.041 -0.110 -0.175
H 2.378 7.532 3.330 -0.127 -0.051 0.115
H 1.109 6.333 3.131 0.012 -0.095 -0.002
H 0.824 5.572 0.987 -0.276 -0.015 0.085
H 0.660 7.162 0.312 -0.229 0.129 0.347
H 1.932 5.970 -1.165 -0.257 0.143 0.150
H 0.401 6.353 -1.933 0.109 -0.019 0.031
H 1.307 4.083 -2.452 -0.090 0.133 0.170
H -0.311 4.096 -1.841 -0.244 -0.136 -0.042
H 2.215 3.289 -0.322 -0.184 0.007 0.086
H 0.855 2.254 -0.796 0.092 0.127 0.148
H 0.637 3.445 0.481 0.021 -0.064 -0.010
H -3.220 4.825 1.131 0.163 0.381 0.066
H -1.694 4.077 1.436 0.072 0.259 0.118
H -3.227 2.902 -0.097 0.123 0.323 0.009
H -1.583 3.027 -0.581 0.034 0.087 0.099
H -2.291 3.701 -2.597 0.040 0.155 0.105
H -2.739 5.234 -1.896 -0.030 0.071 -0.016
H -4.476 2.749 -2.313 0.018 0.241 0.099
H -4.638 4.325 -3.100 -0.089 -0.112 0.133
H -5.040 4.147 -1.380 -0.056 -0.003 -0.040


Number 1: calculated total energy -65966.6789 eV. Number 2: calculated total energy -88381.3865 eV.